Entry 1:
A 2-piece molecular cluster, C10H13NO overall, computed with wB97M-V/def2-TZVPD.

The geometry in XYZ format:
```
25
Properties=species:S:1:pos:R:3:forces:R:3
C -1.337 1.390 -1.853 -0.5466 -1.5257 0.7488
C -1.126 0.125 0.362 0.2294 0.3944 0.8421
C -0.825 0.251 -0.981 -0.4323 0.3808 -0.4469
C 0.428 -1.450 -0.108 1.1708 0.7134 -1.2854
C 0.145 -0.713 -1.316 -0.7974 -0.6959 0.9762
C 1.451 -2.407 -0.089 -0.6003 -0.1887 1.0019
C 0.763 -1.134 -2.515 0.7609 -0.0662 -1.1612
C 2.112 -2.748 -1.297 0.4047 0.2339 -1.0713
C 1.800 -2.086 -2.481 -0.6231 0.2687 0.7902
N -0.305 -0.884 0.899 -0.1763 -0.6731 -0.4739
H -1.807 0.649 1.013 -0.0798 0.0741 -0.2039
H -0.009 -0.961 1.848 -0.1962 0.0130 0.3354
H -1.372 1.082 -2.897 0.7583 0.4478 -0.1894
H -0.731 2.244 -1.559 -0.1227 0.4487 -0.8044
H 1.682 -2.887 0.860 0.0968 -0.1507 -0.1547
H 0.485 -0.763 -3.499 -0.0764 0.3506 0.2281
H 2.863 -3.528 -1.371 0.0777 0.0370 0.4431
H 2.360 -2.239 -3.397 -0.0294 -0.4263 0.0001
H -2.400 1.564 -1.652 0.1229 0.3190 0.3975
C -0.422 2.513 3.100 -0.5914 1.0473 -0.1801
O -1.047 2.103 4.296 1.0739 -0.0972 1.1798
H -1.946 1.829 4.217 -0.7139 -0.1789 -0.6890
H 0.555 2.911 3.371 0.1917 -0.4611 0.0321
H -0.367 1.739 2.334 0.1318 0.0401 0.0186
H -0.947 3.401 2.713 -0.0331 -0.3049 -0.3336
```
Forces are in eV/Å.

Properties
- frontier orbital gap (alpha / beta) (eV) = 2.44 / 5.95
- net charge = -1
- multiplicity = 2
- relative energy (zero: lowest compared OMol25 entry of this formula, charge and spin) (kJ/mol) = 15.5
- total energy (eV) = -14116.716
- lowest unoccupied orbital energy (alpha / beta) (eV) = 3.1 / 3.1
- HOMO level (alpha / beta) (eV) = 0.70 / -2.86

Entry 2:
One molecule with the formula C10H13NO, computed with wB97M-V/def2-TZVPD.

The geometry in XYZ format:
```
25
Properties=species:S:1:pos:R:3:forces:R:3
C 2.004 2.329 -0.513 -0.0591 -0.0206 -0.1571
C 1.407 0.945 -0.389 -0.2891 0.4029 -0.3573
C 0.326 0.623 -1.100 0.0021 0.1789 0.0962
C -0.643 0.456 -1.962 -0.1663 -0.0701 0.0442
C -2.021 0.041 -1.468 -0.1559 0.3262 -0.3106
O -1.959 -0.520 -0.159 0.2068 -0.3571 0.4852
C -0.695 -0.950 0.165 0.5413 -0.0341 0.1611
C -0.101 -2.069 -0.664 -0.3155 0.0218 0.0363
C -0.122 -0.679 1.381 -0.6211 0.0299 -0.4434
C -0.917 -0.205 2.564 0.0824 0.0159 -0.1153
C 1.306 -0.532 1.428 -0.2333 -0.1807 0.1787
N 1.977 0.201 0.601 0.8171 -0.3845 0.1445
H 2.461 2.459 -1.493 0.0573 0.1014 -0.0289
H 2.762 2.456 0.254 0.0204 0.0429 0.0318
H 1.233 3.087 -0.393 -0.0264 0.0945 -0.0017
H -0.484 0.380 -3.029 0.1501 -0.0509 -0.1207
H -2.712 0.890 -1.403 0.0291 -0.1841 -0.0298
H -2.444 -0.691 -2.170 0.0712 0.0706 0.0958
H -0.343 -1.991 -1.720 0.0011 0.0396 -0.0792
H -0.510 -3.009 -0.288 0.0092 -0.0396 0.0149
H 0.979 -2.098 -0.545 0.0363 0.0046 -0.0167
H -0.982 -1.004 3.304 -0.0549 -0.0041 0.1131
H -1.924 0.051 2.244 -0.0595 0.0241 0.0759
H -0.455 0.659 3.037 -0.0666 0.0742 0.0712
H 1.855 -0.827 2.317 0.0234 -0.1019 0.1117
```
Forces are in eV/Å.

Properties
- frontier orbital gap (eV) = 8.60
- relative energy (zero: lowest compared OMol25 entry of this formula, charge and spin) (kJ/mol) = 383.4
- total energy (eV) = -14114.461
- lowest unoccupied orbital energy (eV) = 0.8
- HOMO level (eV) = -7.84